Formula: C23H19N3O3PdS
Source: OMol25
Level of theory: the ωB97M-V functional and the def2-TZVPD basis

Structure (XYZ):
```
50
C23H19N3O3PdS, DFT the ωB97M-V functional and the def2-TZVPD basis
Pd 0.1571 -0.2979 0.0322
C -4.4240 2.6359 -4.4074
O -4.3480 3.5455 -3.3255
C -3.5121 3.2392 -2.3049
C -3.5107 4.1614 -1.2374
C -2.6961 3.9187 -0.1719
C -1.8268 2.8049 -0.0997
C -0.9531 2.6952 1.0484
C -1.2755 3.4697 2.3104
O 0.0829 2.0129 1.0536
C -1.8419 1.8559 -1.1776
O -1.1712 0.7537 -1.2323
C -2.7135 2.1235 -2.2686
H -5.1638 3.0428 -5.0913
H -4.7434 1.6471 -4.0703
H -3.4628 2.5492 -4.9197
H -4.1473 5.0328 -1.2908
H -2.6915 4.6347 0.6395
H -2.3438 3.5304 2.5041
H -0.8853 4.4868 2.2298
H -0.7714 2.9843 3.1433
H -2.7083 1.3926 -3.0634
N -0.2291 -5.6710 4.9578
C -0.1433 -4.8319 4.1768
C -0.0344 -3.7861 3.2019
C -0.1161 -2.4527 3.5987
C -0.0057 -1.4461 2.6547
C 0.1741 -1.7582 1.3074
C 0.2709 -3.0910 0.9187
C 0.1595 -4.1016 1.8592
H -0.2631 -2.2138 4.6437
H -0.0654 -0.4101 2.9666
H 0.4311 -3.3480 -0.1200
H 0.2251 -5.1390 1.5589
N 2.5075 0.6735 2.0018
C 2.9313 -0.1555 1.0450
N 2.1725 -0.6235 0.0814
C 2.8737 -1.4686 -0.7717
C 2.3582 -2.0840 -1.9055
C 3.1909 -2.8997 -2.6511
C 4.5203 -3.1024 -2.2826
C 5.0456 -2.4805 -1.1621
C 4.2090 -1.6635 -0.4191
S 4.5806 -0.7294 1.0099
H 1.6176 1.1631 1.8769
H 3.1775 1.0642 2.6396
H 1.3282 -1.9083 -2.1910
H 2.8033 -3.3844 -3.5371
H 5.1515 -3.7453 -2.8805
H 6.0793 -2.6256 -0.8787
```

The lowest unoccupied orbital energy comes out at -0.343 eV. The largest force on an atom comes out at 0.5 eV/Å. For the energy above the lowest of the compared OMol25 structures with the same formula, charge and spin, the calculation gives 0.952 eV. Its total energy is -1803.89895 hartree.

Formula: C23H19N5O3SSnTe4
Source: OMol25
Level of theory: the ωB97M-V functional and the def2-TZVPD basis

Structure (XYZ):
```
56
C23H19N5O3SSnTe4, DFT the ωB97M-V functional and the def2-TZVPD basis
Sn 0.6439 1.0712 0.9524
O -3.5003 2.5100 -0.2549
C -4.1561 2.3401 0.9129
C -5.3979 2.9613 1.0543
C -6.1040 2.8526 2.2378
C -5.5842 2.1203 3.3000
C -4.3652 1.4813 3.1476
C -3.6413 1.5653 1.9616
C -2.3658 0.8036 1.7989
O -1.5310 1.2452 0.8726
N -2.1779 -0.2172 2.5527
N -0.9765 -0.8846 2.3018
C -1.0236 -1.7816 1.3984
C 0.1630 -2.5662 1.0390
C 1.2159 -2.7442 1.9377
C 2.3609 -3.4172 1.5520
C 2.4676 -3.8899 0.2488
C 1.4379 -3.7173 -0.6568
C 0.2607 -3.0738 -0.2645
O -0.7960 -2.9272 -1.0930
H -2.6091 2.1105 -0.1283
H -5.7795 3.5325 0.2172
H -7.0622 3.3505 2.3358
H -6.1224 2.0498 4.2369
H -3.9414 0.8868 3.9463
H -1.9442 -1.9683 0.8488
H 1.1206 -2.3260 2.9329
H 3.1791 -3.5424 2.2501
H 3.3807 -4.3759 -0.0764
H 1.5324 -4.0491 -1.6823
C 4.3484 2.1389 -0.2792
N 3.4112 1.5836 -1.2269
C 2.7591 2.2835 -2.2322
C 2.0344 1.3849 -2.9262
N 2.2559 0.1463 -2.3573
C 3.1239 0.2511 -1.3212
S 3.7711 -0.9718 -0.3655
C 1.4653 -1.0098 -2.7202
C 1.9205 -1.8234 -3.7421
C 1.0097 -2.8406 -4.1294
C -0.1933 -2.9761 -3.5157
C -0.5602 -2.1018 -2.3783
N 0.3250 -1.0517 -2.0921
H 4.1364 3.2003 -0.1617
H 5.3765 1.9919 -0.6177
H 4.2245 1.6338 0.6763
H 2.8152 3.3545 -2.3074
H 1.3385 1.5027 -3.7365
H 2.8838 -1.6690 -4.2030
H 1.2723 -3.5158 -4.9399
H -0.8968 -3.7431 -3.8198
H -1.5849 -1.7191 -2.4442
Te 0.4509 3.9455 0.5413
Te 1.9790 5.3826 2.2219
Te 2.0796 3.8734 4.5119
Te 1.5699 1.3490 3.6848
```

Its charge is -2. The lowest unoccupied orbital energy comes out at 3.808 eV. The largest force on an atom comes out at 0.4 eV/Å. For the energy above the lowest of the compared OMol25 structures with the same formula, charge and spin, the calculation gives 0.748 eV. Its total energy is -3072.05593 hartree.

Formula: C23H19N5O8Se2W
Source: OMol25
Level of theory: the ωB97M-V functional and the def2-TZVPD basis

Structure (XYZ):
```
58
C23H19N5O8Se2W, DFT the ωB97M-V functional and the def2-TZVPD basis
W -0.0931 0.0641 -0.2336
O -0.6624 -0.5483 5.9444
C -0.5803 -0.3813 4.6182
C -1.3575 0.5463 3.9227
C -1.1966 0.6359 2.5622
N -0.3218 -0.1262 1.9137
C 0.4283 -1.0116 2.5693
C 0.3332 -1.1791 3.9243
C 1.3662 -1.7330 1.6446
O 2.0487 -2.6586 1.9679
O 1.3163 -1.2018 0.4278
C -1.9367 1.5681 1.6431
O -2.8004 2.3091 2.0230
O -1.4688 1.4775 0.4163
H -1.3084 0.0553 6.3279
H -2.0753 1.1941 4.4098
H 0.9587 -1.8996 4.4315
O -3.1338 -3.5103 -3.9411
C -3.4541 -2.1649 -3.6361
C -2.4087 -1.6289 -2.6528
C -2.8836 -0.2471 -2.2323
O -1.7475 0.5302 -1.8176
C -1.0715 -1.5048 -3.3919
Se 0.5036 -1.4669 -2.2371
C -2.3169 -2.5847 -1.4545
Se -1.8547 -1.7488 0.2553
H -3.8187 -3.8803 -4.5040
H -4.4497 -2.0927 -3.1792
H -3.4466 -1.5455 -4.5415
H -3.6119 -0.3103 -1.4216
H -3.3268 0.2795 -3.0820
H -2.0689 1.3471 -1.4001
H -1.0768 -0.6298 -4.0411
H -0.9244 -2.3946 -4.0027
H -1.6038 -3.3795 -1.6558
H -3.2896 -3.0400 -1.2649
O 0.3859 1.6708 -1.3950
N 1.5773 1.1544 -0.9012
C 1.5163 1.5197 0.4836
C 2.5182 1.0166 1.3893
N 3.2247 0.6313 2.2103
C 1.0913 2.8611 0.8064
N 0.7176 3.8995 1.1255
C 2.7166 1.2128 -1.8296
C 3.9607 0.6805 -1.1786
C 4.0953 -0.6849 -0.9417
C 5.1944 -1.1660 -0.2573
C 6.1761 -0.2787 0.1807
C 6.0589 1.0844 -0.0722
C 4.9481 1.5576 -0.7492
C 7.3240 -0.7727 0.8939
N 8.2473 -1.1588 1.4577
H 2.4042 0.6261 -2.6935
H 2.8271 2.2600 -2.1153
H 3.3228 -1.3701 -1.2657
H 5.2911 -2.2222 -0.0479
H 6.8266 1.7635 0.2715
H 4.8427 2.6206 -0.9304
```

The lowest unoccupied orbital energy comes out at -1.091 eV. The largest force on an atom comes out at 0.7 eV/Å. For the energy above the lowest of the compared OMol25 structures with the same formula, charge and spin, the calculation gives 0.006 eV. Its total energy is -6633.55641 hartree.

Formula: C23H19N6O2S2ScSe
Source: OMol25
Level of theory: the ωB97M-V functional and the def2-TZVPD basis

Structure (XYZ):
```
54
C23H19N6O2S2ScSe, DFT the ωB97M-V functional and the def2-TZVPD basis
Sc -0.4064 -0.0164 0.4054
C -0.2901 0.3925 3.3270
C 0.8983 -0.2607 3.0137
C 1.8319 0.3547 2.1884
C 1.5892 1.6377 1.6962
C 0.4081 2.2947 2.0190
C -0.5383 1.6648 2.8259
H -1.0389 -0.1061 3.9276
H 1.0646 -1.2706 3.3585
H 2.7237 -0.1789 1.8867
H 2.2920 2.0862 1.0080
H 0.1863 3.2629 1.5925
H -1.4827 2.1497 3.0261
S -1.1431 2.0202 -0.9537
C -2.6850 1.2846 -1.3424
C -3.2201 1.5290 -2.6476
N -3.6361 1.7392 -3.6997
C -3.3761 0.4912 -0.4832
S -2.8358 0.0935 1.1308
C -4.5923 -0.1393 -0.9017
N -5.5301 -0.7269 -1.2195
C 2.8370 2.3909 -2.8998
N 1.6992 1.6236 -3.3621
C 1.1620 0.5363 -2.7721
Se 1.8452 -0.2845 -1.2375
N 0.0910 0.1621 -3.4800
C -0.1126 1.0495 -4.5242
C -1.0967 1.1186 -5.4993
C -0.9893 2.1509 -6.4118
C 0.0590 3.0778 -6.3561
C 1.0354 3.0117 -5.3777
C 0.9212 1.9753 -4.4616
H 3.4071 1.7882 -2.2001
H 2.4981 3.3028 -2.4074
H 3.4624 2.6491 -3.7528
H -0.5983 -0.5455 -3.1801
H -1.9202 0.4198 -5.5164
H -1.7412 2.2530 -7.1824
H 0.1005 3.8718 -7.0896
H 1.8341 3.7389 -5.3283
C -3.7465 -3.5414 -2.7280
N -2.7531 -3.2238 -1.7005
C -2.6284 -3.9924 -0.5885
C -1.7501 -3.7173 0.4035
C -1.0251 -2.5026 0.2541
O -0.2625 -1.9829 1.1454
N -1.1694 -1.7415 -0.8339
C -1.9835 -2.0772 -1.8660
O -2.0263 -1.4408 -2.9152
H -3.9624 -4.6064 -2.6867
H -3.3363 -3.2867 -3.6999
H -4.6511 -2.9581 -2.5604
H -3.2802 -4.8551 -0.5582
H -1.6618 -4.3309 1.2838
```

The lowest unoccupied orbital energy comes out at -0.013 eV. The largest force on an atom comes out at 0.5 eV/Å. For the energy above the lowest of the compared OMol25 structures with the same formula, charge and spin, the calculation gives 0.000 eV. Its total energy is -5325.63149 hartree.

Formula: C23H20BrCl3N2O8STi
Source: OMol25
Level of theory: the ωB97M-V functional and the def2-TZVPD basis

Structure (XYZ):
```
59
C23H20BrCl3N2O8STi, DFT the ωB97M-V functional and the def2-TZVPD basis
Ti 0.0145 0.8598 -0.3881
Br 2.4973 -1.9708 0.3763
C 2.5475 -0.8117 1.8809
C 3.7019 -0.8188 2.6131
C 3.7453 -0.1944 3.8705
C 2.6048 0.3336 4.4004
C 1.4021 0.3411 3.6582
C 0.1960 0.7838 4.2628
C -0.9774 0.7590 3.5803
C -0.9709 0.4270 2.2038
C 0.1751 0.0393 1.5443
C 1.3733 -0.1400 2.3201
H 4.5672 -1.3492 2.2404
H 4.6691 -0.1970 4.4334
H 2.5959 0.7408 5.4042
H 0.2335 1.1160 5.2937
H -1.9025 1.0575 4.0563
H -1.8970 0.5570 1.6528
C -2.8769 -6.4394 -0.0989
C -2.5045 -5.0594 -0.5614
C -1.6532 -4.2674 0.2145
C -1.2985 -2.9965 -0.1894
C -1.8058 -2.5107 -1.3907
C -2.6493 -3.2705 -2.1806
C -2.9943 -4.5461 -1.7564
S -1.3486 -0.8992 -1.9079
O -1.7847 0.0190 -0.7870
O -1.8859 -0.6488 -3.2058
N 0.1934 -0.7189 -1.6905
C 1.2152 -0.5662 -2.6957
C 2.1204 0.5421 -2.1672
O 2.9454 1.1170 -2.8526
O 1.8791 0.8870 -0.9247
H -3.4421 -6.3939 0.8335
H -1.9839 -7.0365 0.0908
H -3.4841 -6.9579 -0.8388
H -1.2618 -4.6584 1.1459
H -0.6325 -2.3866 0.4097
H -3.0248 -2.8669 -3.1111
H -3.6531 -5.1495 -2.3682
H 0.8123 -0.2599 -3.6618
H 1.8095 -1.4744 -2.8266
Cl -1.9732 5.8839 0.4304
C -1.4389 4.3029 0.9763
Cl -2.6652 3.0939 0.5880
Cl -1.1574 4.3247 2.7347
C -0.0673 3.9292 0.3540
O 0.6574 4.8119 -0.0805
O 0.2354 2.6920 0.3868
N 1.9856 3.7405 -2.2816
C 0.8038 3.8218 -3.1983
C -0.4447 3.2035 -2.5299
O -1.4432 3.8727 -2.4000
O -0.2543 1.9870 -2.1395
H 1.7040 4.0550 -1.3235
H 2.7214 4.3647 -2.6050
H 2.3875 2.7895 -2.2672
H 1.0536 3.2666 -4.1008
H 0.6287 4.8689 -3.4266
```

The lowest unoccupied orbital energy comes out at -0.778 eV. The largest force on an atom comes out at 0.9 eV/Å. For the energy above the lowest of the compared OMol25 structures with the same formula, charge and spin, the calculation gives 0.376 eV. Its total energy is -6802.29643 hartree.

Formula: C23H20Cl5N7O3S3Tl
Source: OMol25
Level of theory: the ωB97M-V functional and the def2-TZVPD basis

Structure (XYZ):
```
62
C23H20Cl5N7O3S3Tl, DFT the ωB97M-V functional and the def2-TZVPD basis
Tl 0.0754 -0.6809 -0.2437
Cl 3.4915 -1.9761 -0.4963
C 3.4229 -0.2561 -0.3356
C 2.2011 0.3617 -0.3398
C 2.0688 1.7274 -0.2103
Cl 0.4918 2.4273 -0.2199
C 3.2088 2.5117 -0.0588
Cl 3.0696 4.2021 0.1327
C 4.4651 1.8922 -0.0461
Cl 5.8715 2.8380 0.1549
C 4.5805 0.5051 -0.1836
Cl 6.1085 -0.2569 -0.1478
C -3.3411 -2.8098 0.0324
N -3.2992 -2.1566 1.3201
C -3.5410 -2.8899 2.5686
C -3.6194 -1.7679 3.6178
N -3.0854 -0.6281 2.8684
C -2.9835 -0.8899 1.5690
S -2.5174 0.2952 0.4061
H -2.5253 -3.5280 -0.0664
H -3.2652 -2.0632 -0.7536
H -4.2900 -3.3367 -0.0694
H -2.7018 -3.5633 2.7562
H -4.4583 -3.4714 2.4956
H -3.0045 -1.9707 4.4915
H -4.6393 -1.5743 3.9476
H -3.1088 0.3114 3.2352
O -2.5964 1.7304 9.8693
S -2.7044 1.0789 8.5912
O -3.1359 1.9047 7.4802
O -3.2496 -0.2750 8.5889
C -0.9796 0.5799 8.1311
N -0.1428 0.1437 9.0750
C 1.0010 -0.3751 8.6401
C 1.3067 -0.4700 7.2838
C 0.3673 0.0224 6.3953
N -0.7780 0.5425 6.8226
C 0.4766 0.0270 4.9251
C 1.3436 -0.7853 4.1991
C 1.2821 -0.7549 2.8209
N 0.4261 0.0266 2.1455
C -0.3567 0.8532 2.8473
C -0.3705 0.8806 4.2184
H 1.6871 -0.7250 9.4032
H 2.2433 -0.9023 6.9550
H 2.0286 -1.4654 4.6863
H 1.9362 -1.3782 2.2215
H -1.0000 1.5030 2.2703
H -1.0415 1.5294 4.7675
C -0.4055 -6.4175 1.5089
N 0.3054 -5.8064 0.3940
C 0.8390 -6.5109 -0.6763
C 1.3107 -5.6156 -1.5584
N 1.0574 -4.3653 -1.0197
C 0.4468 -4.4891 0.1748
S -0.0322 -3.2379 1.2404
H 0.1158 -7.3158 1.8269
H -1.4189 -6.6767 1.2039
H -0.4605 -5.7118 2.3327
H 0.8463 -7.5861 -0.6981
H 1.7867 -5.7465 -2.5131
H 1.3181 -3.4841 -1.4280
```

Its charge is +1. The lowest unoccupied orbital energy comes out at -6.840 eV. The largest force on an atom comes out at 2.5 eV/Å. For the energy above the lowest of the compared OMol25 structures with the same formula, charge and spin, the calculation gives 3.211 eV. Its total energy is -5165.17263 hartree.

Formula: C23H20Cl7N4NaO3
Source: OMol25
Level of theory: the ωB97M-V functional and the def2-TZVPD basis

Structure (XYZ):
```
58
C23H20Cl7N4NaO3, DFT the ωB97M-V functional and the def2-TZVPD basis
Na -0.3226 -0.2308 -0.0347
Cl -2.6935 6.8314 0.5691
C -1.9814 5.2775 0.1484
C -0.6249 5.1869 -0.0968
C -0.0842 3.9666 -0.4437
Cl 1.6408 3.9060 -0.7515
C -0.8241 2.7510 -0.5692
O -0.3310 1.6369 -0.8924
C -2.2212 2.9485 -0.3067
Cl -3.2390 1.5405 -0.3935
C -2.7859 4.1544 0.0448
H 0.0098 6.0584 -0.0134
H -3.8471 4.2142 0.2447
Cl -1.3867 -6.9864 -0.6259
C -1.4692 -5.3357 -0.0664
C -2.4022 -4.9659 0.8725
Cl -3.5042 -6.1436 1.5393
C -2.4629 -3.6205 1.2923
Cl -3.6364 -3.1352 2.4995
C -1.6231 -2.6188 0.7906
O -1.6961 -1.3867 1.1336
C -0.5843 -3.0253 -0.1755
O 0.2526 -2.1476 -0.5864
C -0.5738 -4.3696 -0.5737
Cl 0.6416 -4.8380 -1.7406
N -0.0831 2.3307 2.5314
C -0.0586 1.3698 3.1757
N 0.0724 0.3678 4.0447
C -0.9266 -0.7058 4.1520
C -1.8003 -0.5094 5.4083
C -1.7780 0.9529 5.8481
C -0.3603 1.3684 6.2628
C 0.6766 0.7165 5.3242
H -0.3859 -1.6538 4.2056
H -1.5109 -0.7477 3.2354
H -1.4323 -1.1323 6.2319
H -2.8163 -0.8366 5.1885
H -2.4746 1.1224 6.6723
H -2.1083 1.5792 5.0156
H -0.1619 1.0566 7.2931
H -0.2683 2.4562 6.2261
H 1.0468 -0.2170 5.7539
H 1.5322 1.3678 5.1504
C 5.0817 1.7420 -0.7510
C 4.2202 0.7984 0.0206
C 4.3059 -0.5589 0.2350
C 3.1744 -0.8868 1.0240
N 2.4729 0.2019 1.2931
N 3.1283 1.2078 0.6927
C 2.7151 -2.2349 1.4717
H 6.0916 1.3425 -0.8373
H 5.1365 2.7154 -0.2609
H 4.6922 1.9003 -1.7591
H 5.0564 -1.2330 -0.1452
H 2.6725 2.1077 0.6488
H 3.5506 -2.9353 1.5166
H 1.9686 -2.6106 0.7665
H 2.2439 -2.1726 2.4536
```

Its charge is -2. The lowest unoccupied orbital energy comes out at 3.927 eV. The largest force on an atom comes out at 1.0 eV/Å. For the energy above the lowest of the compared OMol25 structures with the same formula, charge and spin, the calculation gives 1.382 eV. Its total energy is -4716.99137 hartree.

Formula: C23H20Cl7N4NaO3
Source: OMol25
Level of theory: the ωB97M-V functional and the def2-TZVPD basis

Structure (XYZ):
```
58
C23H20Cl7N4NaO3, DFT the ωB97M-V functional and the def2-TZVPD basis
Na -0.3580 -0.1842 -0.5372
Cl 1.6058 -6.3988 3.6499
C 1.0667 -5.1575 2.5233
C -0.1083 -4.4717 2.7659
C -0.5150 -3.4976 1.8768
Cl -2.0247 -2.6725 2.1974
C 0.1989 -3.1187 0.6972
O -0.1764 -2.2284 -0.1107
C 1.3902 -3.8990 0.5196
Cl 2.3490 -3.5828 -0.8998
C 1.8190 -4.8743 1.3946
H -0.7076 -4.6909 3.6391
H 2.7384 -5.4078 1.1943
Cl -1.8823 6.1063 -3.0870
C -1.1306 4.5581 -2.8000
C 0.0700 4.2469 -3.3864
Cl 0.8806 5.3941 -4.4177
C 0.6459 2.9839 -3.1349
Cl 2.1532 2.5607 -3.9135
C 0.0634 2.0178 -2.3122
O 0.5664 0.8410 -2.1244
C -1.1946 2.3686 -1.6274
O -1.7352 1.5396 -0.8113
C -1.7447 3.6219 -1.9449
Cl -3.2991 4.0031 -1.2369
N -0.1258 0.6272 2.6545
C -1.2455 0.9250 2.6486
N -2.5243 1.2676 2.6483
C -3.5463 0.3412 3.1205
C -4.5398 -0.0005 2.0000
C -4.6655 1.1622 1.0030
C -4.4141 2.4854 1.7150
C -2.9392 2.5651 2.0909
H -4.0730 0.7991 3.9655
H -3.0441 -0.5477 3.4943
H -5.5093 -0.2160 2.4617
H -4.2259 -0.9040 1.4775
H -5.6486 1.1481 0.5280
H -3.9211 1.0697 0.2072
H -5.0540 2.5686 2.6022
H -4.6409 3.3321 1.0697
H -2.7541 3.3652 2.8165
H -2.3526 2.7445 1.1893
C 3.5546 -0.9414 -4.1072
C 3.8916 -0.7668 -2.6633
C 4.9777 -1.1919 -1.9198
C 4.6797 -0.7983 -0.5991
N 3.5151 -0.1715 -0.5431
N 3.0574 -0.1618 -1.8067
C 5.4734 -1.0335 0.6477
H 4.4574 -1.1536 -4.6814
H 3.0810 -0.0467 -4.5109
H 2.8575 -1.7705 -4.2500
H 5.8423 -1.7302 -2.2771
H 2.1331 0.2690 -2.0171
H 6.3831 -1.5950 0.4268
H 4.8891 -1.6048 1.3712
H 5.7603 -0.0935 1.1234
```

Its charge is -2. The lowest unoccupied orbital energy comes out at 3.859 eV. The largest force on an atom comes out at 0.6 eV/Å. For the energy above the lowest of the compared OMol25 structures with the same formula, charge and spin, the calculation gives 0.632 eV. Its total energy is -4717.01891 hartree.